(1)
DFT (ωB97M-V/def2-TZVPD) results for an isolated molecule of C3H4N2 at a distorted geometry.

Properties
* HOMO level (alpha / beta): -8.85 / -9.24 eV
* energy above the lowest of the compared OMol25 structures with the same formula, charge and spin: 5.724 eV
* max |F|: 3.41 eV Å⁻¹
* orbital gap (alpha / beta): 8.45 / 9.28 eV
* charge: 0

Geometry as XYZ:
```
9
C3H4N2 ωB97M-V/def2-TZVPD
H -0.65 1.88 0.23
C -0.21 -0.34 0.05
N -2.29 0.41 -0.05
N -2.30 -0.77 -0.02
C -0.97 0.79 0.03
H 1.90 0.57 0.06
C 1.33 -0.40 -0.09
H 1.61 -1.08 -0.94
H 1.57 -1.08 0.73
```

Results of the natural (NBO) charge analysis, in e, for atoms 1 through 2:
1 H 0.208
2 C 0.150

***

(2)
DFT (ωB97M-V/def2-TZVPD) results for an isolated molecule of C3H4N2 at a distorted geometry.

Properties
* HOMO level: -10.29 eV
* energy above the lowest of the compared OMol25 structures with the same formula, charge and spin: 2.745 eV
* max |F|: 6.16 eV Å⁻¹
* orbital gap: 11.04 eV
* charge: 0
* SMILES: N#C[C@H]1CN1

Geometry as XYZ:
```
9
C3H4N2 ωB97M-V/def2-TZVPD
H -1.42 0.11 -0.09
C -0.42 -0.31 -0.16
H 1.31 0.58 1.12
H 0.10 0.99 -1.55
C 0.40 0.81 0.44
N -0.19 -2.73 0.17
N 0.45 0.47 -0.87
H -0.08 1.67 0.87
C -0.15 -1.59 0.08
```

Results of the natural (NBO) charge analysis, in e, for atoms 1 through 2:
1 H 0.227
2 C -0.220

***

(3)
DFT (ωB97M-V/def2-TZVPD) results for a structure of composition C3H4N2.

Properties
* HOMO level (alpha / beta): -7.16 / -7.16 eV
* energy above the lowest of the compared OMol25 structures with the same formula, charge and spin: 7.073 eV
* max |F|: 0.50 eV Å⁻¹
* orbital gap (alpha / beta): 7.48 / 7.48 eV
* charge: 0

Geometry as XYZ:
```
9
C3H4N2 ωB97M-V/def2-TZVPD
H -1.21 -1.91 -0.43
C 0.72 0.31 0.05
C 0.15 -0.71 0.96
H 0.12 2.11 -0.69
N -1.24 0.75 -1.12
H 0.49 -1.01 1.94
C -0.66 -1.12 0.04
N -0.16 1.12 -0.66
H 1.79 0.46 -0.09
```

Results of the natural (NBO) charge analysis, in e, for atoms 1 through 2:
1 H 0.224
2 C -0.210

***

(4)
DFT (ωB97M-V/def2-TZVPD) results for an isolated molecule of C3H4N2O at a distorted geometry.

Properties
* HOMO level: -8.79 eV
* energy above the lowest of the compared OMol25 structures with the same formula, charge and spin: 4.661 eV
* max |F|: 1.00 eV Å⁻¹
* orbital gap: 8.92 eV
* charge: 0
* SMILES: [H]/N=N/C(O)=C=C

Geometry as XYZ:
```
10
C3H4N2O ωB97M-V/def2-TZVPD
C 0.21 1.16 -0.05
C 1.02 0.13 -0.01
H -1.31 -1.98 -0.20
H -1.77 1.32 -0.73
H 2.62 -0.85 -0.15
C -1.10 1.27 0.11
H -1.57 1.16 1.09
O 2.36 0.05 0.10
N 0.38 -1.17 -0.11
N -0.85 -1.09 -0.05
```

Results of the natural (NBO) charge analysis, in e, for atoms 1 through 2:
1 C -0.080
2 C 0.274

***

Repeat the fourth record exactly.
DFT (ωB97M-V/def2-TZVPD) results for an isolated molecule of C3H4N2O at a distorted geometry.

Properties
* HOMO level: -8.79 eV
* energy above the lowest of the compared OMol25 structures with the same formula, charge and spin: 4.661 eV
* max |F|: 1.00 eV Å⁻¹
* orbital gap: 8.92 eV
* charge: 0
* SMILES: [H]/N=N/C(O)=C=C

Geometry as XYZ:
```
10
C3H4N2O ωB97M-V/def2-TZVPD
C 0.21 1.16 -0.05
C 1.02 0.13 -0.01
H -1.31 -1.98 -0.20
H -1.77 1.32 -0.73
H 2.62 -0.85 -0.15
C -1.10 1.27 0.11
H -1.57 1.16 1.09
O 2.36 0.05 0.10
N 0.38 -1.17 -0.11
N -0.85 -1.09 -0.05
```

Results of the natural (NBO) charge analysis, in e, for atoms 1 through 2:
1 C -0.080
2 C 0.274